Entry 1:
This record from the OMol25 dataset describes a 2-piece molecular cluster, C5H8N2 overall at a distorted geometry. The level of theory is ωB97M-V/def2-TZVPD.

Each line ends with the Löwdin charge.
Cartesian coordinates (Å):
N 0.57 0.08 -1.02  0.0841
N -1.83 -1.45 0.86  0.1579
C 1.29 0.20 0.27  -0.3364
C -0.72 -1.31 0.55  -0.2251
C -1.60 0.14 -1.67  0.1457
C 0.95 1.12 1.41  -0.0537
C 0.57 -1.05 -0.06  -0.3145
H 1.54 0.88 2.30  0.0828
H 2.38 0.09 0.15  0.1402
H -0.11 1.07 1.67  0.0737
H -2.32 0.35 -0.87  0.0189
H -1.95 0.48 -2.66  0.0320
H 1.12 -1.96 -0.31  0.1386
H 1.20 2.15 1.12  0.0786
H -1.10 -0.78 -1.71  -0.0227

## Properties
Frontier orbital gap (alpha / beta), eV: 9.652 / 8.008
HOMO (alpha / beta), eV: -9.772 / -8.832
Energy above the lowest of the compared OMol25 structures with the same formula, charge and spin, kcal per mole: 128.7

---

Entry 2:
This record from the OMol25 dataset describes a 9-piece molecular cluster, C15H28Cl20O4 overall at a distorted geometry. The level of theory is ωB97M-V/def2-TZVPD.

Each line ends with the Löwdin charge.
Cartesian coordinates (Å):
Cl 2.01 3.27 2.44  0.4846
Cl -1.21 -0.88 5.93  0.5608
Cl 0.66 -2.85 0.93  0.5301
Cl 3.89 -1.58 2.97  0.5470
Cl 1.06 -2.17 4.72  0.5339
Cl -1.14 -1.07 3.09  0.5279
Cl 0.69 -5.21 -0.69  0.5399
Cl 3.70 2.83 0.08  0.5349
Cl -0.14 2.52 -2.18  0.5751
Cl 4.83 -1.41 -1.52  0.5709
Cl 0.67 0.73 4.49  0.5067
Cl 1.91 5.11 0.28  0.4950
Cl 0.76 -1.65 -2.66  0.5356
Cl 1.55 0.61 -0.18  0.5472
Cl 4.29 5.00 1.90  0.5464
Cl -0.20 -5.39 2.07  0.5782
Cl -2.71 2.27 -4.92  0.5463
Cl 2.60 -4.94 1.36  0.5328
Cl 0.68 3.66 -7.20  0.5122
Cl 6.46 1.88 3.58  0.5069
O -2.56 -1.34 0.32  -0.1526
O -3.39 1.35 1.59  -0.0916
O -4.36 0.30 -1.07  -0.0586
O -2.35 -4.32 0.09  -0.1301
C 3.22 -2.12 -1.70  -0.7073
C -4.51 1.61 -0.58  -0.2427
C -3.02 -3.65 1.17  -0.2397
C 0.92 -4.59 0.94  -2.0073
C -3.56 -2.29 0.79  -0.2139
C -0.12 -0.87 4.58  -1.9966
C 3.04 4.02 1.17  -2.0184
C -1.11 2.35 -5.71  -0.7085
C -0.23 0.81 -0.06  -0.6261
C -0.82 3.77 -6.16  -0.6169
C 5.61 0.29 3.87  -0.6249
C 2.52 -1.38 -2.83  -0.6431
C 5.03 -0.27 2.60  -0.6680
C -4.63 1.70 0.97  -0.2073
C -0.54 2.25 -0.46  -0.6352
H -3.65 -0.16 -0.58  0.0354
H -0.96 1.69 -6.56  0.0617
H -0.62 4.40 -5.30  0.0674
H -2.50 -3.90 -0.76  0.0830
H -1.63 2.26 -0.43  0.0387
H 3.25 -3.20 -1.82  0.0705
H -3.91 -4.25 1.34  0.1264
H 2.59 -0.30 -2.77  0.0380
H -4.15 -1.79 1.56  0.1280
H -2.15 -1.82 -0.42  0.0867
H -3.15 0.43 1.57  0.0121
H -0.65 0.03 -0.70  0.0264
H -0.38 2.05 -4.96  0.0255
H -4.99 2.67 1.31  0.1174
H -0.61 0.64 0.94  0.0330
H -4.35 -2.37 0.03  0.1297
H -5.31 0.95 1.38  0.1155
H -3.68 2.28 -0.79  0.1003
H -1.61 4.21 -6.76  0.0639
H 2.82 -1.77 -3.80  0.0734
H -0.17 2.97 0.26  0.0415
H 5.84 -0.55 1.93  0.0771
H 6.35 -0.33 4.36  0.0684
H -2.35 -3.65 2.02  0.0649
H 2.64 -1.99 -0.79  -0.0178
H 4.82 0.60 4.55  0.0562
H -5.44 2.08 -0.91  0.1184
H 4.46 0.48 2.06  0.0349

## Properties
Frontier orbital gap, eV: 10.045
HOMO, eV: -10.021

---

Entry 3:
This record from the OMol25 dataset describes a single C2H6ClPS molecule at a distorted geometry. The level of theory is ωB97M-V/def2-TZVPD.

Each line ends with the Löwdin charge.
Cartesian coordinates (Å):
Cl 0.00 2.94 1.99  0.3116
S 1.65 0.63 2.73  0.0805
P 0.12 1.11 1.49  -0.0820
C 0.63 1.37 -0.36  -0.3002
C -1.77 0.85 1.24  -0.2880
H -2.19 0.53 0.18  0.0845
H -2.49 1.65 1.45  0.0214
H -0.29 1.87 -0.87  0.0578
H 1.52 2.13 -0.51  0.0776
H 0.91 0.42 -0.79  0.0151
H -2.09 -0.05 1.78  0.0218

## Properties
Frontier orbital gap, eV: 8.666
HOMO, eV: -8.665
Energy above the lowest of the compared OMol25 structures with the same formula, charge and spin, kcal per mole: 19.4

---

Entry 4:
This record from the OMol25 dataset describes a 2-piece molecular cluster, C5H10NS overall at a distorted geometry. The level of theory is ωB97M-V/def2-TZVPD.

Each line ends with the Löwdin charge.
Cartesian coordinates (Å):
S 1.98 2.00 0.19  0.9223
N -0.19 -0.11 -1.13  0.0269
C -0.11 -1.04 1.04  -0.1293
C 1.63 1.08 -1.06  -0.3435
C 0.19 -1.24 -0.46  -0.2662
C -1.45 -0.26 0.97  -0.1309
C -1.28 0.45 -0.35  -0.2158
H -0.17 -1.96 1.55  0.1130
H -0.64 -1.97 -0.85  0.2067
H -1.27 1.56 -0.28  0.1264
H -2.23 0.32 -1.14  0.2051
H 2.12 0.78 -2.00  0.0619
H 1.27 -1.45 -0.45  0.1362
H -2.29 -0.85 0.88  0.0902
H 3.33 2.72 -0.06  0.0428
H 0.63 -0.50 1.37  0.0383
H -1.50 0.46 1.77  0.1159

## Properties
Frontier orbital gap, eV: 8.034
HOMO, eV: -13.779
Energy above the lowest of the compared OMol25 structures with the same formula, charge and spin, kcal per mole: 161.0
Total charge: +1

---

Entry 5:
This record from the OMol25 dataset describes C8H12BBaO as an isolated structure at a distorted geometry. The level of theory is ωB97M-V/def2-TZVPD.

Each line ends with the Löwdin charge.
Cartesian coordinates (Å):
Ba 4.15 0.13 0.99  2.0681
O -1.81 -1.48 1.97  -0.1606
C 1.08 0.22 0.22  -0.1954
C -0.27 -0.23 -0.60  -0.0599
C -1.09 0.73 -1.68  0.0377
C 1.66 1.74 -0.04  -0.1654
C 0.82 2.70 -1.10  -0.0674
C -0.94 -1.75 -0.38  -0.1464
C 1.77 -0.86 1.29  -0.2499
C -0.52 2.25 -1.93  -0.0248
B -2.31 -1.45 0.55  -0.6183
H -1.62 -0.49 2.15  0.0713
H 1.80 -1.96 0.83  0.1310
H -1.21 -2.26 -1.41  0.1099
H -1.14 2.94 -2.67  0.1077
H 2.65 2.12 0.51  -0.0251
H -2.06 0.30 -2.22  0.1366
H 1.08 -0.91 2.26  0.1428
H -2.72 -0.35 0.37  0.0426
H -0.25 -2.47 0.21  0.0824
H 2.84 -0.48 1.59  -0.3518
H -3.15 -2.25 0.35  0.0407
H 1.23 3.80 -1.26  0.0943

## Properties
Frontier orbital gap, eV: 3.815
HOMO, eV: -9.692
Total charge: +1

---

Entry 6:
This record from the OMol25 dataset describes an isolated ion of composition C5H7Cl2N2 and charge +1 at a distorted geometry. The level of theory is ωB97M-V/def2-TZVPD.

Each line ends with the Löwdin charge.
Cartesian coordinates (Å):
Cl -1.60 2.27 1.15  0.8296
Cl -3.63 -0.76 -0.34  0.8662
N 0.22 0.48 0.71  0.0385
N 1.07 -1.51 1.51  0.2051
C -1.11 -1.53 0.49  -0.0781
C -0.85 1.34 -1.32  -0.0899
C -0.88 1.16 0.13  -0.8201
C -2.09 -0.71 0.12  -0.6042
C 0.17 -0.89 0.77  -0.2910
H 1.16 -2.53 1.63  0.1597
H 1.94 -0.96 1.54  0.1389
H -0.87 2.44 -1.53  0.1003
H 0.99 0.97 1.27  0.2052
H 0.09 0.72 -1.65  0.1480
H -1.76 1.06 -1.79  0.0529
H -1.15 -2.61 0.77  0.1389

## Properties
Frontier orbital gap, eV: 8.323
HOMO, eV: -12.902
Energy above the lowest of the compared OMol25 structures with the same formula, charge and spin, kcal per mole: 35.5
Total charge: +1

---

Number 1: E -8289.4146 eV. Number 2: E -274646.2584 eV. Number 3: E -34817.2769 eV. Number 4: E -17659.3403 eV. Number 5: E -11886.9448 eV. Number 6: E -33314.1893 eV.